Entry from the Open Molecules 2025 dataset: a 6-piece molecular cluster, C16H48N3O6PS5 overall (wB97M-V/def2-TZVPD).

Orbital gap (alpha / beta) ... 8.13 / 3.20 eV
LUMO (alpha / beta) ... -0.0770 / -0.2583 Eh
Expectation value of S² ... 0.76
Energy above the lowest of the compared OMol25 structures with the same formula, charge and spin ... 5.30 kJ/mol
2S+1 ... 2
Total charge ... +1
HOMO level (alpha / beta) ... -0.3759 / -0.3759 Eh
Strongest force on any atom ... 3.518 eV/Å
Electronic energy ... -97577.9444 eV

Last column: Löwdin charge in e.
CARTESIAN COORDINATES (ANGSTROEM)
S1 4.388 1.291 -1.952  0.867
S2 -2.946 4.515 3.343  0.830
S3 -2.982 1.321 -0.516  0.872
S4 0.475 0.757 2.369  0.874
S5 5.622 3.866 2.852  0.881
P1 -0.456 -4.790 -2.116  0.588
O1 4.077 -0.111 -1.419  -0.601
O2 4.275 3.317 2.269  -0.615
O3 -4.312 5.080 3.705  -0.565
O4 -1.025 0.535 2.393  -0.589
O5 0.586 -5.815 -2.305  -0.229
O6 -1.854 0.641 -1.287  -0.589
N1 -0.105 -3.353 -3.027  -0.265
N2 -1.955 -5.262 -2.716  -0.233
N3 -0.817 -4.325 -0.476  -0.170
C1 2.671 2.015 -2.056  -0.251
C2 -4.346 1.590 -1.754  -0.244
C3 -0.963 -5.348 0.649  -0.024
C4 -3.849 -0.112 0.396  -0.224
C5 -3.248 -4.530 -2.486  -0.031
C6 -3.093 3.343 1.940  -0.303
C7 0.826 -2.267 -2.659  -0.058
C8 -2.204 -6.606 -3.236  -0.065
C9 0.858 2.576 2.386  -0.237
C10 0.960 0.554 0.626  -0.268
C11 -2.551 3.281 4.609  -0.260
C12 5.165 4.783 4.364  -0.271
C13 6.137 5.394 1.774  -0.195
C14 4.863 2.279 -0.480  -0.279
C15 -0.012 -3.595 -4.457  -0.094
C16 -1.378 -2.985 -0.065  -0.065
H1 -0.785 -2.627 0.777  0.099
H2 0.606 1.318 -0.066  0.042
H3 -3.669 2.513 2.349  0.042
H4 -3.280 -6.778 -3.258  0.091
H5 -2.119 3.066 1.536  0.009
H6 2.033 0.474 0.451  0.042
H7 -4.803 0.119 0.870  0.053
H8 0.361 2.971 3.273  0.021
H9 -0.133 -2.629 -4.948  0.098
H10 -3.764 -5.051 -1.679  0.098
H11 -1.908 -5.881 0.544  0.088
H12 -4.136 2.618 -2.050  0.035
H13 -1.926 -7.336 -2.476  0.098
H14 5.802 1.881 -0.096  0.055
H15 -4.380 0.917 -2.611  0.055
H16 -2.443 -3.136 0.110  0.091
H17 -0.825 -4.271 -4.726  0.075
H18 -2.960 2.291 4.409  0.047
H19 1.965 1.223 -2.303  0.040
H20 -2.886 -3.578 -2.097  0.061
H21 0.636 -1.852 -1.669  0.062
H22 1.808 -2.735 -2.593  0.104
H23 4.100 2.157 0.289  0.020
H24 -1.484 3.059 4.585  0.027
H25 -1.717 -6.874 -4.174  0.105
H26 6.051 5.003 0.760  0.019
H27 -3.169 -0.469 1.170  0.018
H28 -3.924 -1.041 -0.169  0.031
H29 2.539 2.883 -2.701  0.048
H30 0.944 -4.067 -4.682  0.102
H31 -0.974 -4.841 1.614  0.094
H32 7.187 5.631 1.944  0.048
H33 6.079 5.169 4.815  0.054
H34 -1.189 -2.232 -0.830  0.058
H35 -0.177 -6.103 0.632  0.092
H36 5.064 3.304 -0.790  0.049
H37 1.924 2.661 2.593  0.024
H38 -3.831 -4.496 -3.406  0.107
H39 4.593 4.136 5.029  0.051
H40 0.433 3.257 1.648  0.061
H41 4.457 5.577 4.127  0.052
H42 -5.377 1.604 -1.401  0.052
H43 0.797 -1.464 -3.396  0.097
H44 -2.950 3.579 5.578  0.060
H45 2.376 2.510 -1.131  0.029
H46 -3.708 3.743 1.133  0.043
H47 5.410 6.198 1.882  0.050
H48 0.541 -0.440 0.467  0.015